Record 1
The following is a DFT calculation (the ωB97M-V functional and the def2-TZVPD basis) of an isolated molecule of C3H5N3S2 at a distorted geometry.

CARTESIAN COORDINATES (ANGSTROEM)
C -0.838 -2.229 0.653
C -0.557 -0.884 0.190
C 0.502 1.715 -0.944
H -1.694 -2.707 -0.042
H -1.048 -2.155 1.889
H 0.174 -2.774 0.621
H 1.665 3.005 -0.495
H 1.793 1.011 0.433
N -0.760 -0.578 -1.063
N 0.984 2.774 -1.334
N 0.885 1.358 0.440
S -0.811 0.960 -1.693
S -0.296 0.503 1.346

- Largest force on an atom: 4.27 eV Å⁻¹
- E_tot: -1077.8615 Eh
- Net charge: 0
- Energy above the lowest of the compared OMol25 structures with the same formula, charge and spin: 250.9 kJ/mol

Atomic partial charges in e from the Mulliken method, atoms 1 to 8: number 1, C, carries -0.6882; number 2, C, carries 0.4557; number 3, C, carries 0.5115; number 4, H, carries 0.2680; number 5, H, carries 0.2688; number 6, H, carries 0.2163; number 7, H, carries 0.3164; number 8, H, carries 0.3100

Record 2
The following is a DFT calculation (the ωB97M-V functional and the def2-TZVPD basis) of C36H32CoNO3PS as an isolated structure.

CARTESIAN COORDINATES (ANGSTROEM)
Co -0.413 1.009 1.122
C -1.679 0.309 3.004
C -0.818 0.576 4.088
C -0.712 1.968 4.230
C -1.506 2.579 3.253
C -2.117 1.564 2.477
H -2.072 -0.664 2.742
H -0.271 -0.162 4.658
H -0.058 2.477 4.925
H -1.619 3.642 3.087
H -2.927 1.731 1.779
O -2.956 3.195 -1.241
S -1.603 2.774 -1.557
O -0.940 3.596 -2.554
O -0.778 2.506 -0.388
C -1.885 1.209 -2.436
C -2.451 1.430 -3.698
C -2.850 0.386 -4.504
C -2.712 -0.923 -4.050
C -2.160 -1.146 -2.807
C -1.707 -0.099 -1.986
P -1.075 -0.565 -0.306
C -2.586 -1.508 0.190
C -2.663 -2.881 0.391
C -3.860 -3.474 0.782
C -4.994 -2.701 0.969
C -4.928 -1.327 0.765
C -3.736 -0.738 0.383
C 0.075 -1.964 -0.650
C 0.568 -2.598 0.494
C 1.479 -3.636 0.401
C 1.937 -4.049 -0.845
C 1.475 -3.412 -1.986
C 0.549 -2.380 -1.889
H -2.573 2.454 -4.023
H -3.286 0.588 -5.476
H -3.044 -1.759 -4.655
H -2.086 -2.163 -2.441
H -1.789 -3.502 0.246
H -3.899 -4.545 0.940
H -5.924 -3.162 1.279
H -5.804 -0.709 0.916
H -3.686 0.334 0.234
H 0.241 -2.251 1.469
H 1.850 -4.106 1.303
H 2.664 -4.849 -0.922
H 1.845 -3.708 -2.961
H 0.211 -1.888 -2.791
C 4.475 1.695 -2.131
C 2.980 1.336 -2.204
C 2.241 2.418 -2.999
C 2.827 -0.007 -2.923
C 2.451 1.243 -0.834
C 2.153 1.143 0.338
H 4.898 1.770 -3.138
H 5.024 0.936 -1.571
H 4.609 2.651 -1.623
H 2.645 2.474 -4.016
H 2.351 3.393 -2.523
H 1.173 2.217 -3.049
H 3.324 0.034 -3.898
H 1.773 -0.231 -3.082
H 3.261 -0.819 -2.336
N 3.586 0.940 6.943
C 3.226 0.977 5.836
C 2.800 1.007 4.498
C 2.705 -0.193 3.731
C 2.333 -0.167 2.423
C 1.987 1.062 1.753
C 2.135 2.267 2.527
C 2.518 2.239 3.832
H 2.949 -1.138 4.203
H 2.325 -1.084 1.849
H 1.927 3.214 2.043
H 2.595 3.165 4.388

- Largest force on an atom: 0.22 eV Å⁻¹
- E_tot: -3793.7614 Eh
- Net charge: -2
- 2S+1: 4
- Energy above the lowest of the compared OMol25 structures with the same formula, charge and spin: 0.0 kJ/mol

Atomic partial charges in e from the Mulliken method, atoms 1 to 8: number 1, Co, carries -0.0914; number 2, C, carries -0.4077; number 3, C, carries -0.9912; number 4, C, carries -0.2885; number 5, C, carries -1.2551; number 6, C, carries -0.1959; number 7, H, carries 0.6631; number 8, H, carries 0.4648

Record 3
The following is a DFT calculation (the ωB97M-V functional and the def2-TZVPD basis) of an isolated ion of composition C6H10N3O and charge +1 at a distorted geometry.

CARTESIAN COORDINATES (ANGSTROEM)
C 0.849 1.144 1.233
C 1.151 0.977 -0.168
C -0.459 1.138 1.747
C 2.371 1.190 -0.674
C -1.901 0.361 0.092
C -1.502 -0.993 -0.094
N -1.577 1.094 1.083
N -0.650 -1.670 0.764
N -1.944 -1.592 -1.138
O 2.407 1.167 -1.977
H 1.699 1.454 2.015
H 0.363 0.680 -0.876
H -0.539 1.399 2.801
H 3.318 1.476 -0.279
H -2.627 0.738 -0.631
H -0.544 -1.477 1.686
H -0.649 -2.669 0.607
H -2.642 -1.116 -1.751
H -1.848 -2.645 -1.432
H 3.259 1.001 -2.491

- Largest force on an atom: 5.67 eV Å⁻¹
- E_tot: -473.7993 Eh
- Net charge: +1
- Energy above the lowest of the compared OMol25 structures with the same formula, charge and spin: 376.8 kJ/mol

Atomic partial charges in e from the Mulliken method, atoms 1 to 8: number 1, C, carries -0.0373; number 2, C, carries 0.1857; number 3, C, carries -0.5347; number 4, C, carries -0.3804; number 5, C, carries -0.4748; number 6, C, carries 0.9159; number 7, N, carries -0.3543; number 8, N, carries -0.3530

Record 4
The following is a DFT calculation (the ωB97M-V functional and the def2-TZVPD basis) of an isolated ion of composition C7H14N and charge +1 at a distorted geometry.

CARTESIAN COORDINATES (ANGSTROEM)
C -1.924 0.620 0.279
C -0.862 0.829 -0.809
C 0.528 0.480 -0.573
C 1.482 0.779 -1.655
C 1.435 -1.599 0.079
C 0.965 -0.408 0.461
C 0.727 -0.140 1.959
N -2.264 -0.747 0.613
H -1.564 1.156 1.161
H -2.810 1.178 -0.019
H -1.093 0.263 -1.732
H -0.924 1.828 -1.265
H 1.006 0.719 -2.641
H 1.808 1.812 -1.519
H 1.617 -1.803 -0.969
H 1.632 -2.427 0.739
H 1.138 -0.985 2.488
H 1.313 0.745 2.182
H -0.303 0.089 2.208
H -2.804 -1.173 -0.130
H 2.323 0.092 -1.633
H -1.427 -1.307 0.776

- Largest force on an atom: 2.10 eV Å⁻¹
- E_tot: -329.5407 Eh
- Net charge: +1
- Energy above the lowest of the compared OMol25 structures with the same formula, charge and spin: 175.5 kJ/mol

Atomic partial charges in e from the Mulliken method, atoms 1 to 8: number 1, C, carries -1.1534; number 2, C, carries -0.4380; number 3, C, carries 0.8834; number 4, C, carries -1.3736; number 5, C, carries -0.9190; number 6, C, carries 0.4098; number 7, C, carries -1.1798; number 8, N, carries -0.4390

Record 5
The following is a DFT calculation (the ωB97M-V functional and the def2-TZVPD basis) of C11H25AlBCl7F4ILiN3O2S as an isolated structure at a distorted geometry.

CARTESIAN COORDINATES (ANGSTROEM)
C -1.585 -1.248 2.819
C -1.271 -0.582 1.692
C -0.278 -1.040 0.684
N 0.198 -2.402 0.973
C 1.206 -2.869 0.131
N 1.065 -4.107 -0.304
N 2.210 -2.127 -0.283
C 3.409 -1.908 0.580
C 3.304 -0.756 1.553
C 3.153 0.580 0.820
I 4.969 1.705 0.932
H -1.926 -0.685 3.678
H -1.660 -2.325 2.865
H -1.702 0.407 1.525
H -0.756 -1.055 -0.305
H 0.513 -0.287 0.612
H 0.418 -2.541 1.957
H 1.857 -4.657 -0.608
H 0.154 -4.539 -0.347
H 2.455 -2.430 -1.233
H 3.679 -2.811 1.130
H 4.242 -1.631 -0.065
H 4.213 -0.769 2.146
H 2.446 -0.888 2.263
H 2.384 1.217 1.241
H 2.965 0.451 -0.243
C -1.311 2.995 -1.285
S -2.216 3.070 0.238
O -3.139 1.815 0.263
C -3.303 4.383 -0.207
H -0.596 2.175 -1.227
H -2.000 2.844 -2.115
H -0.779 3.942 -1.406
H -3.842 4.120 -1.126
H -2.701 5.317 -0.452
H -3.996 4.584 0.621
C 5.107 -3.549 -2.895
Cl 3.385 -3.378 -3.274
Cl 5.706 -2.093 -2.109
H 5.234 -4.400 -2.237
H 5.660 -3.694 -3.815
Cl 2.532 -1.322 4.381
Al -3.560 -0.873 0.694
Cl 0.557 -0.404 3.787
B 2.767 0.311 -3.162
F 2.525 -0.780 -2.249
F 2.325 -0.077 -4.421
F 2.030 1.408 -2.680
F 4.128 0.588 -3.146
C -7.903 0.921 1.452
Cl -7.846 0.175 3.042
Cl -8.357 -0.242 0.207
Cl -8.942 2.336 1.428
H -6.897 1.252 1.217
O -2.472 6.208 -1.871
H -2.794 7.091 -1.670
Li -4.962 2.574 -0.196

- Largest force on an atom: 4.05 eV Å⁻¹
- E_tot: -5340.0768 Eh
- Net charge: +1
- Energy above the lowest of the compared OMol25 structures with the same formula, charge and spin: 0.0 kJ/mol

Atomic partial charges in e from the Mulliken method, atoms 1 to 8: number 1, C, carries -1.2095; number 2, C, carries -0.8946; number 3, C, carries 0.7187; number 4, N, carries -0.2284; number 5, C, carries -0.1077; number 6, N, carries -0.3010; number 7, N, carries 1.0750; number 8, C, carries -0.2954

Record 6
The following is a DFT calculation (the ωB97M-V functional and the def2-TZVPD basis) of C42H37IIrN14O4 as an isolated structure at a distorted geometry.

CARTESIAN COORDINATES (ANGSTROEM)
Ir 0.053 0.055 -0.016
C 5.388 0.384 2.051
N 4.294 0.084 1.152
C 3.013 0.439 1.212
N 2.351 -0.098 0.187
C 3.318 -0.765 -0.497
N 4.483 -0.674 0.076
C 5.292 -0.391 3.348
C 6.259 -1.347 3.695
C 6.164 -2.056 4.891
C 5.107 -1.842 5.751
C 4.133 -0.878 5.414
C 4.248 -0.149 4.216
C 2.995 -0.655 6.244
N 2.658 -1.310 7.348
N 1.513 -0.884 7.742
C 1.087 0.044 6.894
O 2.002 0.203 5.912
C -0.194 0.675 6.890
C -1.085 0.481 7.971
C -2.331 1.074 7.933
C -2.717 1.820 6.827
C -1.848 1.996 5.735
C -2.314 2.811 4.559
N -1.605 2.491 3.345
C -1.711 1.459 2.508
N -0.809 1.585 1.533
C -0.167 2.741 1.844
N -0.632 3.290 2.924
C -0.585 1.442 5.778
H 5.393 1.456 2.273
H 6.308 0.124 1.521
H 2.577 1.076 1.950
H 3.174 -1.285 -1.420
H 7.087 -1.534 3.026
H 6.921 -2.786 5.133
H 5.015 -2.397 6.671
H 3.505 0.601 3.997
H -0.779 -0.124 8.811
H -3.015 0.949 8.758
H -3.696 2.274 6.797
H -2.108 3.869 4.768
H -3.395 2.710 4.410
H -2.430 0.673 2.607
H 0.623 3.186 1.279
H 0.119 1.585 4.971
O -6.993 3.425 2.048
C -5.847 2.882 2.306
O -5.289 2.921 3.375
C -5.092 2.101 1.245
C -5.256 0.721 1.210
C -4.354 -0.053 0.512
C -3.270 0.546 -0.139
C -3.172 1.939 -0.183
C -4.077 2.714 0.515
N -2.257 -0.255 -0.648
C -2.519 -1.288 -1.356
C -1.475 -2.229 -1.729
C -1.757 -3.313 -2.565
C -0.745 -4.214 -2.866
C 0.504 -4.017 -2.295
C 0.702 -2.916 -1.462
N -0.249 -2.033 -1.203
H -7.349 3.325 1.151
H -6.069 0.253 1.744
H -4.446 -1.127 0.530
H -2.380 2.404 -0.749
H -3.992 3.789 0.523
H -3.532 -1.507 -1.700
H -2.749 -3.432 -2.977
H -0.929 -5.043 -3.537
H 1.319 -4.695 -2.493
H 1.658 -2.760 -0.985
C -0.776 -4.489 3.979
N -0.433 -3.253 3.315
C 0.312 -2.192 3.940
C 0.347 -1.154 2.825
O 0.890 -0.068 2.865
N -0.354 -1.633 1.768
C -0.819 -2.857 2.101
N -1.596 -3.605 1.327
H -0.123 -4.624 4.839
H -0.632 -5.338 3.311
H -1.811 -4.472 4.329
H 1.315 -2.508 4.243
H -0.213 -1.799 4.818
H -1.942 -3.258 0.452
H -1.921 -4.499 1.657
I 2.121 2.986 -1.097
C 0.766 2.274 -2.543
C 0.667 2.994 -3.726
C -0.209 2.545 -4.699
C -0.921 1.381 -4.452
C -0.741 0.732 -3.243
N 0.072 1.169 -2.277
H 1.260 3.886 -3.878
H -0.325 3.086 -5.626
H -1.607 0.986 -5.185
H -1.276 -0.183 -3.059

- Largest force on an atom: 4.95 eV Å⁻¹
- E_tot: -3090.8980 Eh
- Net charge: +4
- 2S+1: 2

Atomic partial charges in e from the Mulliken method, atoms 1 to 8: number 1, Ir, carries 5.5474; number 2, C, carries -1.2845; number 3, N, carries 1.1450; number 4, C, carries -1.1812; number 5, N, carries -0.2708; number 6, C, carries -0.8121; number 7, N, carries -1.0228; number 8, C, carries 0.7433

Record 7
The following is a DFT calculation (the ωB97M-V functional and the def2-TZVPD basis) of a 5-piece molecular cluster, CH13NO4 overall at a distorted geometry.

CARTESIAN COORDINATES (ANGSTROEM)
C 0.137 0.143 2.142
N 1.427 0.937 2.062
H -0.333 0.284 1.259
H -0.495 0.582 2.961
H 0.245 -0.965 2.399
H 1.787 1.033 1.190
H 1.160 1.919 2.287
H 2.043 -0.748 -1.311
H 1.639 -0.774 -2.703
O 1.442 -1.295 -1.859
H -1.511 -2.495 -0.278
H -0.184 -1.621 -0.397
O -1.035 -1.729 -0.004
H 0.037 0.839 -1.112
H 0.270 1.709 -2.271
O 0.728 1.239 -1.587
H -2.346 0.379 -1.616
H -2.131 0.203 -0.277
O -2.880 0.359 -0.886

- Largest force on an atom: 4.81 eV Å⁻¹
- E_tot: -401.5484 Eh
- Net charge: 0
- Energy above the lowest of the compared OMol25 structures with the same formula, charge and spin: 189.3 kJ/mol

Atomic partial charges in e from the Mulliken method, atoms 1 to 8: number 1, C, carries -0.1342; number 2, N, carries -0.6454; number 3, H, carries -0.1475; number 4, H, carries 0.3004; number 5, H, carries 0.2106; number 6, H, carries 0.2731; number 7, H, carries 0.2324; number 8, H, carries 0.3288

Record 8
The following is a DFT calculation (the ωB97M-V functional and the def2-TZVPD basis) of an isolated molecule of C7H13NO at a distorted geometry.

CARTESIAN COORDINATES (ANGSTROEM)
C 1.519 -0.607 -0.596
C -1.711 -1.087 -1.532
C -1.627 1.081 1.152
C 1.202 -0.175 1.925
C -1.049 0.219 -1.164
C -0.649 0.368 0.278
C 0.578 -0.094 0.564
N 2.313 0.493 -1.117
O -0.946 1.169 -1.936
H 1.717 1.068 -1.718
H 2.602 1.106 -0.358
H 2.186 -1.356 -0.155
H 1.044 -1.140 -1.422
H -2.697 -0.889 -1.958
H -1.085 -1.615 -2.256
H -1.840 -1.733 -0.659
H -1.145 1.549 2.015
H -2.400 0.395 1.508
H -2.119 1.884 0.591
H 2.215 0.238 1.918
H 1.270 -1.226 2.231
H 0.624 0.352 2.687

- Largest force on an atom: 1.70 eV Å⁻¹
- E_tot: -404.4858 Eh
- Net charge: 0
- Energy above the lowest of the compared OMol25 structures with the same formula, charge and spin: 109.3 kJ/mol

Atomic partial charges in e from the Mulliken method, atoms 1 to 8: number 1, C, carries -0.7059; number 2, C, carries -1.2183; number 3, C, carries -1.5007; number 4, C, carries -1.4082; number 5, C, carries 0.3995; number 6, C, carries 0.5523; number 7, C, carries 0.7566; number 8, N, carries -0.6200